Record 1
Entry from the OMol25 dataset: C39H50Br2CrN4O2SSi4Te2 as an isolated structure at a distorted geometry (ωB97M-V with the def2-TZVPD basis set).

XYZ file:
```
105
Properties=species:S:1:pos:R:3:lowdin_spin:R:1
Cr -1.04568 -1.66180 0.10894 2.958
N -3.30171 -3.52156 3.44568 -0.001
C -2.43275 -3.02792 2.49608 -0.001
S -3.11611 -2.43338 1.02273 -0.016
N -1.17226 -3.08534 2.79514 -0.005
N -0.31616 -2.59651 1.80219 -0.018
C 0.91828 -2.75921 2.11496 0.024
C 2.07198 -2.31482 1.36628 0.005
C 3.34612 -2.55642 1.90360 0.004
C 4.49022 -2.15140 1.25712 0.004
C 4.36954 -1.49306 0.02535 0.004
C 3.13644 -1.27395 -0.54483 0.002
C 1.94839 -1.68243 0.10842 0.007
O 0.80405 -1.49464 -0.46488 0.044
H -4.20389 -3.07525 3.45868 0.000
H -2.87770 -3.65063 4.35186 0.000
H 1.10157 -3.27960 3.05438 0.000
H 3.40920 -3.06475 2.86137 0.000
H 5.46386 -2.33452 1.69157 0.000
H 5.26094 -1.14951 -0.48803 0.000
H 3.03252 -0.77148 -1.49907 0.000
C 0.90075 -4.55011 -0.97352 0.001
C -0.31743 -4.28196 -1.80267 0.007
C -0.62148 -5.13325 -2.89867 -0.002
C -1.76221 -4.96416 -3.61511 0.005
C -2.62223 -3.88913 -3.30091 -0.001
C -3.86101 -3.59547 -3.92403 0.007
Br -4.54363 -4.76324 -5.26235 0.001
C -4.57478 -2.48799 -3.59110 -0.001
C -4.04884 -1.56087 -2.66752 0.007
Br -4.99980 0.01914 -2.28356 0.002
C -2.83505 -1.76314 -2.04864 0.000
O -2.24024 -0.89229 -1.28409 0.021
C -2.18207 -3.01789 -2.29248 0.001
N -1.07860 -3.25340 -1.51777 -0.003
H 1.16838 -5.60604 -1.02469 0.000
H 0.72605 -4.27778 0.06244 0.000
H 1.74390 -3.95924 -1.33506 0.001
H 0.06855 -5.93113 -3.14365 0.000
H -2.00202 -5.62165 -4.44046 0.000
H -5.53022 -2.29512 -4.05787 0.000
Te -0.20261 0.94205 -2.46253 0.000
C -0.75975 -0.33188 -4.06238 0.000
C 0.04791 -1.40969 -4.41787 0.000
C -0.29231 -2.22469 -5.49154 0.000
C -1.45831 -1.98365 -6.20453 0.000
C -2.28688 -0.93142 -5.83341 0.000
C -1.93776 -0.10583 -4.77120 0.000
C 1.03503 2.09075 -3.78135 -0.001
C 2.08588 1.50407 -4.48924 0.000
C 2.93299 2.27342 -5.27517 0.000
C 2.74920 3.64941 -5.36027 0.000
C 1.70319 4.24308 -4.67020 0.000
C 0.85263 3.46890 -3.88702 0.000
H 0.94371 -1.62116 -3.84439 0.000
H 0.35370 -3.05005 -5.76709 0.000
H -1.72725 -2.61772 -7.04069 0.000
H -3.20806 -0.75090 -6.37494 0.000
H -2.58204 0.71613 -4.48483 0.000
H 2.24530 0.43480 -4.42370 0.000
H 3.74810 1.80289 -5.81189 0.000
H 3.42057 4.25277 -5.95854 0.000
H 1.54702 5.31303 -4.74504 0.000
H 0.03394 3.93738 -3.35291 0.000
C 3.29445 0.92816 2.80714 0.000
Si 2.13947 2.26287 2.21281 0.002
C 2.81710 3.91268 2.82774 0.001
C 2.17638 2.29019 0.34416 0.001
Si -0.08786 1.96948 2.84730 -0.002
Te -1.35914 0.60489 1.20661 -0.053
Si -1.20779 3.99056 2.54646 -0.009
C -0.69535 5.27691 3.82142 -0.003
C -3.06937 3.81726 2.59529 -0.002
C -0.76581 4.64850 0.84651 0.000
Si -0.38368 0.96143 4.92285 0.003
C 0.58747 -0.63792 5.01203 0.001
C 0.11453 2.05617 6.37074 0.001
C -2.18938 0.50837 5.13169 0.001
H 4.27444 1.02417 2.33115 0.000
H 2.89988 -0.05441 2.55332 0.000
H 3.43398 0.96667 3.89278 0.000
H 3.89713 3.98288 2.66549 0.000
H 2.62688 4.04545 3.89844 0.000
H 2.33934 4.74664 2.30368 0.000
H 3.18868 2.41006 -0.05527 0.000
H 1.54926 3.09665 -0.04858 0.000
H 1.77035 1.35189 -0.04510 0.000
H -1.13518 5.05555 4.79939 0.000
H -1.02413 6.27728 3.52239 -0.001
H 0.39155 5.30012 3.94711 0.000
H -3.44320 3.63723 3.60796 0.000
H -3.36392 2.96145 1.98031 -0.002
H -3.55998 4.71036 2.19720 0.000
H 0.28443 4.94797 0.77912 0.000
H -1.38658 5.50872 0.57745 0.000
H -0.93609 3.86118 0.10380 0.000
H 1.63669 -0.48794 4.73837 0.000
H 0.15946 -1.36192 4.30989 0.000
H 0.55308 -1.07822 6.01391 0.000
H 1.18935 2.26512 6.35949 0.000
H -0.13060 1.58644 7.32808 0.000
H -0.40630 3.01802 6.32177 0.000
H -2.52945 -0.00848 4.22856 0.002
H -2.81667 1.39832 5.25050 0.000
H -2.35248 -0.14951 5.99096 0.000
```

Summary:
2S+1: 4
Gap between HOMO and LUMO (spin up / spin down) in eV: 6.4 / 6.4
Total charge: -1

Record 2
Entry from the OMol25 dataset: C39H50MnN4O2SSbTe as an isolated structure (ωB97M-V with the def2-TZVPD basis set).

XYZ file:
```
99
Properties=species:S:1:pos:R:3:lowdin_spin:R:1
Mn -0.37456 0.74084 -0.86042 4.645
N -2.25582 0.50974 -2.38202 0.034
N -1.98997 -0.37223 -3.43681 0.004
C -0.74685 -0.38745 -3.98801 0.011
N -0.63960 -1.13294 -5.09268 0.006
S 0.55010 0.43580 -3.32917 0.035
H -3.02390 0.12289 -1.83911 0.003
H -2.51724 1.42453 -2.74330 0.003
H -2.77518 -0.62149 -4.01957 0.000
H -1.37664 -1.74597 -5.40086 0.000
H 0.27588 -1.25008 -5.49139 0.001
C 5.60478 -0.38542 2.93896 0.001
C 4.50005 0.07345 2.01453 0.005
C 4.43582 1.37929 1.53707 0.001
C 3.43021 1.81392 0.68827 0.006
C 3.46319 3.24885 0.25628 0.001
O 3.86409 4.10268 1.02057 0.001
C 3.04297 3.62653 -1.13153 0.000
C 3.16723 2.73626 -2.19067 0.000
C 2.83397 3.13226 -3.47699 0.000
C 2.35101 4.41530 -3.70412 0.000
C 2.21804 5.30687 -2.64511 0.000
C 2.57694 4.91561 -1.36316 0.000
C 2.37831 0.95265 0.32583 0.011
O 1.36240 1.43340 -0.34076 0.101
C 2.45070 -0.40371 0.75128 0.006
C 3.51081 -0.79090 1.59396 0.000
C 1.49087 -1.43559 0.32651 0.013
N 0.39108 -1.19025 -0.30837 0.042
C -0.46609 -2.27417 -0.81463 0.009
C -1.72180 -2.37039 0.05646 0.005
Te -3.57098 -2.85332 -0.92412 0.001
C -2.73330 -4.00694 -2.47200 0.000
C -1.80203 -5.00196 -2.18147 0.000
C -1.24713 -5.75478 -3.20939 0.000
C -1.64683 -5.54700 -4.52376 0.000
C -2.60239 -4.58220 -4.81144 0.000
C -3.13587 -3.80279 -3.78933 0.000
C 1.85317 -2.85902 0.63819 0.002
C 1.23114 -3.51809 1.69282 0.001
C 1.55950 -4.83616 1.98385 0.000
C 2.50682 -5.50055 1.21630 0.000
C 3.13172 -4.84164 0.16490 0.000
C 2.81476 -3.52009 -0.11681 0.001
H 6.23540 0.45087 3.24040 0.000
H 6.24624 -1.12773 2.45965 0.000
H 5.19938 -0.83957 3.84480 0.000
H 5.19455 2.09986 1.82355 0.000
H 3.53595 1.73185 -2.00990 0.000
H 2.94783 2.43961 -4.30252 0.000
H 2.08818 4.72332 -4.70854 0.000
H 1.85171 6.31052 -2.82191 0.000
H 2.50656 5.60185 -0.52823 0.000
H 3.55047 -1.81710 1.94029 0.000
H 0.04078 -3.23492 -0.82769 0.001
H -0.71124 -2.03203 -1.84899 0.002
H -1.91928 -1.40727 0.52084 0.003
H -1.57004 -3.08799 0.86131 0.000
H -1.50673 -5.19443 -1.15630 0.000
H -0.51571 -6.51966 -2.97909 0.000
H -1.22694 -6.14914 -5.31957 0.000
H -2.93805 -4.43959 -5.83313 0.000
H -3.88924 -3.05558 -4.01593 0.000
H 0.50344 -2.99142 2.30079 0.000
H 1.08014 -5.34109 2.81322 0.000
H 2.76563 -6.52685 1.44358 0.000
H 3.87698 -5.35348 -0.43029 0.000
H 3.31146 -2.99820 -0.92769 0.000
C 0.37791 3.96039 1.46946 0.000
C -0.05508 2.86592 2.44770 0.002
C -0.44448 3.47705 3.79078 0.000
Sb -1.60586 1.72606 1.47561 0.024
C -2.24534 0.13863 2.78616 0.004
C -2.19696 0.44112 4.28119 0.001
C -3.62659 -0.35110 2.34142 0.001
C -3.21565 3.15960 1.47341 0.007
C -3.96965 3.28056 2.79791 0.001
C -4.16761 2.88085 0.30668 0.001
H 1.27361 4.46014 1.84911 0.000
H -0.40164 4.72242 1.36892 0.000
H 0.61597 3.57394 0.47861 0.001
H 0.76072 2.15023 2.57789 0.000
H -1.24089 4.21509 3.67061 0.000
H 0.42046 4.00747 4.20135 0.000
H -0.76250 2.74663 4.53058 0.000
H -1.50749 -0.63730 2.56378 0.000
H -2.78055 1.32442 4.54397 0.000
H -1.17687 0.58531 4.63645 0.000
H -2.61999 -0.40427 4.83512 0.000
H -4.40871 0.35250 2.62901 0.000
H -3.85913 -1.30705 2.82053 0.000
H -3.70539 -0.49791 1.25949 0.000
H -2.68482 4.09540 1.27856 0.000
H -4.56948 2.39271 3.00186 0.000
H -4.65864 4.12949 2.75237 0.000
H -3.30834 3.44250 3.64801 0.000
H -4.72209 1.95034 0.46234 0.000
H -3.63883 2.80640 -0.64612 0.001
H -4.90295 3.68487 0.20980 0.000
```

Summary:
2S+1: 6
Gap between HOMO and LUMO (spin up / spin down) in eV: 7.7 / 7.7
Total charge: +1

Record 3
Entry from the OMol25 dataset: C39H50N7P2SeTeZr as an isolated structure at a distorted geometry (ωB97M-V with the def2-TZVPD basis set).

XYZ file:
```
101
Properties=species:S:1:pos:R:3:mulliken_charge:R:1
Zr -0.52346 0.45610 0.09570 -2.870
C 2.50141 0.29656 2.93523 -0.389
C 1.37316 -0.09169 3.89110 -0.855
C -0.04510 -0.07800 3.27778 -0.763
N -0.37322 0.90683 2.23451 1.780
C -0.82797 2.10525 2.63156 0.953
C -0.53561 2.61310 3.91035 -0.612
C -0.92821 3.75950 4.58292 -0.818
C -1.87217 4.70913 4.24266 -0.610
C -2.65420 4.68420 3.09991 -0.691
C -2.56972 3.85194 2.00173 -0.513
C -1.66090 2.82636 1.65180 0.312
N -1.59038 2.36209 0.41238 1.661
C -2.25185 3.07878 -0.66597 -1.763
C -1.42456 2.92596 -1.94417 0.146
C 0.04003 3.17789 -1.60401 -1.648
N 0.60862 1.98068 -1.00180 1.402
C 1.91286 1.96250 -0.73914 0.517
C 2.70912 3.12341 -0.72297 -0.529
C 4.08116 3.28747 -0.74157 -0.672
C 5.06414 2.33343 -0.95374 -0.739
C 4.87001 0.96373 -1.00387 -0.636
C 3.73758 0.23273 -0.69214 -0.578
C 2.42744 0.63112 -0.37529 0.889
N 1.53465 -0.18406 0.19050 0.930
C 2.06111 -1.31190 0.96912 -0.817
C 3.03058 -0.85036 2.07240 -0.961
H 3.33465 0.67531 3.53047 0.505
H 2.15757 1.11780 2.29893 -0.088
H 1.41046 0.57505 4.75459 0.386
H 1.55089 -1.09929 4.27514 0.473
H -0.76369 0.03052 4.09815 0.929
H -0.21870 -1.05789 2.83854 -1.066
H 0.20400 2.03711 4.44560 0.159
H -0.44795 3.90579 5.54404 0.383
H -2.04538 5.51553 4.94263 0.365
H -3.43100 5.43807 3.04661 0.401
H -3.33828 4.03357 1.26219 0.464
H -2.30347 4.14963 -0.44492 0.907
H -3.27957 2.71867 -0.82167 0.166
H -1.77451 3.64961 -2.68050 0.586
H -1.52466 1.92406 -2.36258 -0.559
H 0.10136 4.04270 -0.92951 0.390
H 0.60249 3.43420 -2.50935 0.582
H 2.14041 4.04147 -0.63983 0.369
H 4.42281 4.31299 -0.66236 0.407
H 6.07299 2.69684 -1.09886 0.392
H 5.74144 0.36911 -1.25306 0.458
H 3.87327 -0.84259 -0.72928 0.392
H 2.58437 -2.02844 0.32734 0.279
H 1.21431 -1.83018 1.41785 -0.104
H 3.95581 -0.51110 1.60647 0.331
H 3.27309 -1.70846 2.70273 0.622
C -1.41595 -3.78167 -2.28616 -1.337
P -0.01382 -2.58145 -2.06158 1.001
C 1.28429 -3.79719 -1.54635 -1.113
C 0.44353 -2.59654 -3.90043 -1.603
C 1.48601 -1.56551 -4.33741 -1.435
P 0.98944 0.14658 -3.84856 1.074
C -0.06028 0.52309 -5.33812 -1.621
C 2.51983 0.97806 -4.47961 -1.447
H -1.29368 -4.32944 -3.22180 0.485
H -2.36878 -3.25033 -2.30779 0.259
H -1.43981 -4.48445 -1.45657 0.396
H 1.14559 -4.74038 -2.07538 0.512
H 1.21614 -3.98048 -0.47417 -0.156
H 2.27337 -3.39898 -1.77741 0.386
H -0.47969 -2.41139 -4.46011 0.506
H 0.78925 -3.60361 -4.14759 0.665
H 1.62505 -1.59730 -5.42158 0.660
H 2.45193 -1.77857 -3.86835 0.383
H 0.52678 0.40654 -6.24941 0.479
H -0.43643 1.54590 -5.28883 0.359
H -0.91656 -0.15025 -5.39139 0.384
H 2.68693 0.71113 -5.52349 0.533
H 3.38076 0.67209 -3.89070 0.304
H 2.42958 2.06201 -4.40239 0.379
Se -4.33431 0.48571 1.91558 0.269
N -5.37920 0.35633 0.49125 -0.900
C -4.60988 0.12857 -0.56150 0.461
C -5.01570 -0.03491 -1.90198 -0.883
C -4.03584 -0.26313 -2.83991 -1.231
C -2.68626 -0.32806 -2.47536 -0.724
N -2.25559 -0.19708 -1.22362 1.223
C -3.20515 0.01527 -0.28767 1.042
N -2.84516 0.11285 1.00107 0.053
H -6.06381 0.02075 -2.15970 0.539
H -4.30247 -0.39679 -3.87815 0.531
H -1.91385 -0.50996 -3.20954 0.295
Te -1.58977 -2.32551 0.85863 0.282
C -1.18360 -3.63423 2.52300 0.377
C -0.20199 -4.61719 2.46409 -0.100
C -0.02526 -5.50075 3.51924 -0.701
C -0.82621 -5.41053 4.64737 -0.497
C -1.81245 -4.43644 4.71196 -0.666
C -1.98576 -3.55304 3.65777 -0.466
H 0.41941 -4.70812 1.58194 0.208
H 0.72995 -6.27290 3.45129 0.416
H -0.68783 -6.10061 5.46856 0.387
H -2.46211 -4.37640 5.57522 0.400
H -2.75781 -2.79454 3.71127 0.375
```

Summary:
Gap between HOMO and LUMO in eV: 4.5
Total charge: +1

In the order shown, the computed energy above the lowest of the compared OMol25 structures with the same formula, charge and spin values come out to 0.00, 74.17, 77.56 kJ/mol.